C12H26N4O3 | ωB97M-V/def2-TZVPD

## Properties
Relative energy (zero: lowest compared OMol25 entry of this formula, charge and spin)   29.1 kcal per mole
SMILES   NCCCC[C@H](NC(=O)[C@@H](N)CCCCN)C(=O)O

Geometry (Å):
1 N 5.31552 3.37365 0.02324
2 C 4.25385 2.44414 -0.06853
3 C 4.65162 1.22287 0.69708
4 C 3.62906 0.05700 0.73194
5 C 3.13089 -0.32706 -0.64998
6 C 2.24644 -1.58032 -0.66659
7 N 0.91681 -1.27630 -0.02052
8 C -0.10708 -0.64568 -0.75197
9 O 0.15774 0.15371 -1.66439
10 C -1.53664 -0.91457 -0.19805
11 N -1.50290 -1.20555 1.18658
12 C -2.40159 0.35202 -0.55326
13 C -3.94339 0.11798 -0.68559
14 C -4.73823 0.02883 0.59194
15 C -6.28260 -0.16372 0.38712
16 N -6.93067 0.93355 -0.30483
17 C 2.79710 -2.87488 -0.18715
18 O 2.20032 -3.60928 0.56169
19 O 4.06102 -3.07533 -0.63589
20 H 5.03983 4.23990 -0.59145
21 H 5.22385 3.75223 0.99782
22 H 3.23750 2.80126 0.19634
23 H 4.08930 2.05031 -1.05489
24 H 4.87897 1.52796 1.73619
25 H 5.57105 0.73319 0.33746
26 H 4.24879 -0.67786 1.29570
27 H 2.80898 0.34741 1.41445
28 H 2.42436 0.36851 -1.19570
29 H 4.06107 -0.51911 -1.16663
30 H 1.90234 -1.69881 -1.70804
31 H 0.59832 -1.89540 0.71654
32 H -2.02530 -1.77923 -0.71050
33 H -2.34108 -1.75078 1.42954
34 H -1.66729 -0.31148 1.80917
35 H -2.26567 1.14117 0.21184
36 H -2.03049 0.84342 -1.53006
37 H -4.12126 -0.82443 -1.25889
38 H -4.37792 0.91672 -1.33509
39 H -4.56670 0.87958 1.36250
40 H -4.36366 -0.78717 1.16364
41 H -6.80105 -0.34027 1.30334
42 H -6.41179 -1.09140 -0.19994
43 H -6.95637 1.67694 0.34415
44 H -6.43525 1.26954 -1.14270
45 H 4.36222 -3.88327 -0.21763

C9H7ClN3 | ωB97M-V/def2-TZVPD

## Properties
Total charge   +1

Geometry (Å):
1 C 1.87966 0.02448 3.74607
2 C 1.09930 0.26380 2.59546
3 C 1.99620 -1.85603 1.76204
4 C 2.79559 -1.94270 2.96266
5 C 1.73017 -2.60468 0.68685
6 C -0.68505 0.64092 -0.91518
7 C 0.58104 -0.91411 0.46760
8 C -0.45733 0.49085 -2.24578
9 C -1.86941 0.04587 -1.32412
10 N 2.73012 -1.09820 3.90478
11 N 0.86980 -1.94242 -0.15170
12 N 1.09400 -0.72009 1.64935
13 Cl 3.80420 -3.30255 3.13880
14 H 1.67058 0.67799 4.68380
15 H 0.33380 1.04572 2.49465
16 H 2.05059 -3.48931 0.16031
17 H -0.97140 1.08610 -3.03709
18 H 0.36848 -0.05900 -2.57805
19 H -1.91382 -0.80516 -0.66951
20 H -2.77282 0.49587 -1.81416

C2H4N2O | ωB97M-V/def2-TZVPD

## Properties
Relative energy (zero: lowest compared OMol25 entry of this formula, charge and spin)   79.4 kcal per mole

Geometry (Å):
1 C -0.80520 -0.30270 0.36812
2 N 0.84735 0.56960 0.07345
3 C 0.28325 -0.78317 -0.62694
4 N -1.81424 0.10693 0.85882
5 O 0.01976 -0.73929 -1.84442
6 H 1.70633 0.46784 0.60214
7 H 0.87181 1.31672 -0.61216
8 H -1.97029 0.97466 1.35187
9 H 0.86122 -1.61060 -0.17089

Looking at calculated total energy for the records above, in order, we have -24968.3308; -26423.6451; -7163.0345 eV.